No. 1
Below is 14 unconnected molecules or ions with the total composition C56H98N14, with properties calculated with ωB97M-V/def2-TZVPD.

CARTESIAN COORDINATES (ANGSTROEM)
H -7.31679 -4.50444 5.92800
N -1.95412 -2.76323 4.40609
H 2.49368 3.33696 1.62630
H 2.01708 -2.85770 -2.97675
C 2.66151 -1.14814 -4.75757
C 0.30522 0.99206 -0.85521
N -7.15915 5.52572 -5.05026
H -0.17264 -3.58880 -0.05956
C 1.27159 7.56923 -1.16128
C 0.28291 1.91280 -8.88729
H -3.52778 6.18002 -5.79445
H 1.93083 6.39193 0.35626
H 2.00778 2.65222 -8.11938
N -2.19315 -0.78858 -5.06606
H 0.71422 5.81926 -10.21671
H 3.35134 -1.92624 -5.08436
H -0.33501 2.76447 4.67234
H -6.66913 -3.42923 7.08854
H -3.48480 4.43078 -7.52406
N -0.84689 6.79576 1.65731
H -4.18779 -0.72692 -0.79417
H -6.13748 -5.06188 6.93843
C -3.76395 5.14851 -5.53311
C -3.38239 2.92405 3.38757
H 0.76258 -5.67537 4.29153
H -1.98634 0.43309 3.73278
H 0.74120 2.83985 -7.03930
H -3.62215 -4.59513 6.34062
H -0.00962 2.38647 -2.50582
H 6.36498 -3.89208 1.62190
H -0.72088 2.50307 2.94606
H -0.60231 8.55082 -1.53488
H 0.83850 -4.05148 5.00073
N 2.66289 -7.91930 7.57618
C 5.69776 -3.25712 1.03903
H -1.60461 -5.77512 -0.00336
C -2.41759 -0.69446 -6.19987
H -2.18063 0.09356 1.36710
N -0.15443 0.99105 -9.43719
N 3.34698 -2.63728 5.33094
C -3.31984 1.19978 -0.80957
H -1.35689 -5.14358 1.46516
H 2.90807 -0.82029 9.04911
C 1.21829 -1.65920 -4.57089
C 0.45629 8.74330 -1.70932
C -2.32405 3.13091 4.35571
C -3.92556 -3.58043 6.08290
H 5.07284 -1.21193 3.74238
C 0.30571 -7.20214 6.79614
H -0.77624 0.89057 -2.75995
N 1.57881 -0.77549 1.94754
C 1.07838 -2.81536 -3.52917
H -1.44477 -1.73358 -9.34119
H -2.21855 4.21570 4.36949
H -2.81576 4.75419 -5.16768
H -4.73721 4.21126 -3.68067
H 5.07431 -3.84383 0.36435
H 0.76485 4.11869 -10.77776
H 0.38350 5.02140 -7.87619
H 1.92462 4.79588 -8.36549
H 0.17596 -1.13482 -0.65369
C -1.63383 -1.81073 -8.27049
H -5.47888 -2.72519 5.11917
H -2.54729 0.91175 -1.52254
H -2.30691 -3.04258 -6.79967
C -0.36569 -6.90132 1.27139
H -2.88710 -3.67933 -8.47607
N 3.91926 -0.14967 -2.71397
C 1.46322 -4.26484 1.00238
N -0.02636 -7.82735 1.83696
H 1.90252 -3.26929 0.93909
N -5.20645 2.37529 -2.20642
H 3.75385 -0.44024 7.54045
C 3.38376 -0.60537 -3.61446
C -2.60835 -0.70759 -7.69614
C 1.32444 -0.61337 0.84005
H 2.48700 1.66621 1.59092
H 1.57486 0.48095 6.64320
C -4.36731 1.84450 -1.61546
C 0.04438 -5.79207 6.19767
C 3.02264 2.48984 2.06298
C -4.65174 5.10009 -4.30580
C 0.26828 -4.54994 0.20482
H 0.24862 -5.24338 7.11708
C -3.80001 -0.00565 -0.07481
H -3.07751 -1.48373 1.31509
H -2.75868 1.92811 -0.22414
H -4.16892 3.23101 -6.57774
C 0.13008 1.31945 -2.33248
C 2.64075 2.56346 3.47578
H 2.69203 -0.39197 -5.54204
H -1.53684 0.78046 5.40581
H 1.06760 -3.73872 -4.10830
H 0.64036 8.72170 -2.78344
C 0.98605 -0.40886 -0.58408
C -1.22729 0.89157 4.36661
H 0.54909 -4.90386 -0.78714
H -0.70145 4.64560 -9.91202
C 1.67389 -7.55522 7.16680
C -1.05335 2.33966 3.97118
N 2.26171 2.57078 4.59151
H -5.11119 -4.44671 4.54063
H 6.12837 2.49236 0.28002
H 2.30178 -4.91664 0.75729
H 4.67241 3.26406 -0.22603
H 0.84884 -1.98596 -5.54292
H 0.58902 -0.80710 -4.31391
H -0.31034 0.30710 4.29127
C 0.97014 -5.11447 5.20280
C 1.38795 -1.63596 6.83460
H 0.90096 1.81296 -0.45606
H -4.59756 0.17547 0.64576
H -4.05356 -2.93889 6.95476
C 0.07098 7.07278 1.03575
C 0.37121 4.80243 -10.02567
H 0.90186 6.67911 -1.67029
C -6.04547 5.32280 -4.76463
C -2.65413 -0.66097 0.73894
H 5.86043 -2.87714 3.72223
H 4.99862 3.49670 2.20974
C -4.22774 4.30786 -6.73601
H 0.78572 0.02731 8.13421
N -4.15571 2.78126 2.59440
H -2.38680 0.27216 -8.11935
H 3.96191 -3.01101 2.43051
H 2.28097 7.74343 -1.53397
H -1.92140 -1.09163 0.05649
C -2.87491 -3.11880 5.11401
C 0.93078 4.41155 -8.59499
C 4.62725 2.54619 1.82669
H 1.00092 0.97855 -2.89240
H 4.33344 -1.57248 1.44504
C -2.12853 -3.19048 -7.86475
H -0.62567 1.05695 -0.29189
C 1.59017 -0.24896 7.45258
H -1.38970 -3.95914 -8.09144
H 0.10234 -7.95562 6.03520
H 6.28028 -2.52521 0.47949
C 1.34347 7.30781 0.29075
C -0.76839 -5.61270 0.67668
H 0.74962 9.67406 -1.22379
C -5.27985 -3.76588 5.37497
H -0.72825 -1.59078 -7.70513
C 6.87513 -1.33092 2.85259
C 2.91710 -0.16134 8.18090
H 5.10488 1.73263 2.37266
N 7.92628 -0.85510 2.58031
H 4.80209 1.45924 -0.14253
H -2.72033 2.73202 5.28950
H -1.00267 -5.72286 5.90268
C 4.76014 -2.41996 1.98153
C 5.04317 2.40776 0.33735
H 1.19571 -4.51713 2.02849
H 1.31835 -2.32755 7.67422
H 1.99815 -5.15538 5.56283
H 1.83105 8.14629 0.78804
C 0.98773 3.03469 -8.08303
H 0.13644 -2.74418 -2.98533
C 5.57313 -1.98726 3.16216
H 3.08271 0.82593 8.61215
H -3.60385 -1.14360 -7.77970
C 2.47268 -2.16816 5.97326
H -4.28960 5.86765 -3.62185
C -6.36835 -4.17326 6.35094
H 0.37940 -1.62383 6.42135
H -0.26962 -7.24720 7.72083
H 1.67551 -0.63720 -1.39685
H -5.23006 4.64196 -7.00405

energy above the lowest of the compared OMol25 structures with the same formula, charge and spin = 156.54 kcal per mole
strongest force on any atom = 0.1308 Eh/bohr
E_LUMO = -0.41 eV



No. 2
Below is C13H15NO4S in the gas phase, with properties calculated with ωB97M-V/def2-TZVPD.

CARTESIAN COORDINATES (ANGSTROEM)
C -3.26636 -1.22955 -0.04588
H 4.59094 -1.72219 1.67012
C -0.10471 -0.40061 -0.72328
C -4.84269 -1.32085 0.39490
H 3.63080 2.67725 -1.15782
C -2.21376 -2.33282 -0.64882
O 3.88824 0.93124 0.12873
C 3.02379 1.73736 -0.74163
C -1.12870 0.76734 -0.11111
O -4.14071 2.41554 0.72385
H 2.98313 -0.61126 1.81081
C -3.99241 1.08662 0.72606
H -4.64261 -0.17756 2.17197
S -2.77427 -4.09056 -0.98036
C -0.65662 2.31429 0.18585
C 3.93565 -0.48331 -0.26216
H -0.49458 2.44179 1.33826
O -5.79064 -2.23874 0.18831
C -0.65269 -1.93119 -1.01196
C 3.61928 -1.35644 1.12903
H 5.03092 -0.77330 -0.59303
O 0.54926 2.56556 -0.63471
C -2.67257 0.28328 0.17720
H 1.01743 -0.18628 -0.97742
H 3.12065 -0.82227 -1.02933
H 1.55913 1.73618 1.12842
N -4.98671 -0.00158 1.18268
H -1.55435 3.01429 -0.11590
H 2.60143 1.18857 -1.68360
H 2.87465 -2.26274 0.90919
H -2.46191 -4.30551 -2.35763
H 0.05120 -2.75315 -1.46884
C 1.78118 2.38185 0.16107
H 2.11860 3.45872 0.51702

energy above the lowest of the compared OMol25 structures with the same formula, charge and spin = 322.68 kcal per mole
SMILES = CCOCCOCc1ccc(S)c2c1C(=O)NC2=O
strongest force on any atom = 0.1794 Eh/bohr
E_LUMO = -1.66 eV



No. 3
Below is 2 unconnected molecules or ions with the total composition C4H7BrN2O2, with properties calculated with ωB97M-V/def2-TZVPD.

CARTESIAN COORDINATES (ANGSTROEM)
H 0.74912 2.00660 0.55302
C -2.11831 0.50490 0.20038
H 0.43605 -2.23224 -1.77548
H -0.80626 -2.69209 -0.59024
C 0.10943 -0.69888 -0.27950
H -1.18623 -1.34273 -1.73950
O -2.02505 0.57143 -2.00426
N -1.74680 1.11500 -0.93191
H 1.99741 1.23634 1.40304
C 1.04750 1.05927 1.04525
C -0.37850 -1.76288 -1.11515
H 0.55213 0.84795 1.95745
N 0.89146 -0.01299 0.16776
H -2.05589 1.05554 1.03390
Br -3.34340 -0.86559 0.11634
O -0.94953 2.08080 -0.86536

energy above the lowest of the compared OMol25 structures with the same formula, charge and spin = 116.80 kcal per mole
strongest force on any atom = 0.0788 Eh/bohr
E_LUMO (spin up / spin down) = -0.35 / -0.35 eV